No. 1
34
Properties=species:S:1:pos:R:3 method="wB97M-V/def2-TZVPD" e_homo_ev="-11.3 / -11.5" total_energy_ha=-615.85489 total_charge=+1 largest_force_ev_per_a=5.35 multiplicity=1 homo_lumo_gap_ev="7.09 / 7.63" lumo_ev="-4.26 / -3.86"
C 2.223 2.829 -0.180
C 1.422 3.283 0.832
C 1.946 1.505 -0.704
C 0.318 2.485 1.272
C 0.863 0.755 -0.256
C -0.012 1.249 0.787
C -0.243 -0.461 -2.182
C -1.507 -1.296 -2.143
C 0.514 -0.605 -0.807
C -0.499 -1.265 0.051
C 1.838 -1.502 -0.883
C -0.569 -2.359 1.024
C -1.590 0.470 2.503
N -1.174 0.670 1.162
N -1.806 -1.135 -0.708
H 3.059 3.487 -0.388
H 1.397 4.298 1.310
H 2.458 1.054 -1.460
H -0.283 2.983 2.073
H 0.493 -0.529 -2.872
H -0.600 0.689 -2.241
H -2.285 -0.818 -2.613
H -1.195 -2.276 -2.475
H 2.579 -0.959 -0.165
H 2.308 -1.356 -1.814
H 1.581 -2.601 -0.737
H 0.372 -2.349 1.563
H -0.619 -3.317 0.555
H -1.475 -2.218 1.674
H -0.867 1.080 3.129
H -2.632 0.502 2.586
H -1.322 -0.501 3.042
H -2.119 -0.025 -0.454
H -2.571 -1.766 -0.481

No. 2
38
Properties=species:S:1:pos:R:3 method="wB97M-V/def2-TZVPD" e_homo_ev=-11.3 total_energy_ha=-916.84474 total_charge=+1 largest_force_ev_per_a=3.17 multiplicity=1 homo_lumo_gap_ev=6.31 lumo_ev=-4.98
C -1.455 0.995 -3.466
C -0.195 0.423 -3.678
C 0.351 -0.410 -2.550
C -0.342 -1.545 -2.284
N 0.033 -2.359 -1.271
C 1.084 -2.072 -0.514
O 1.395 -2.888 0.495
C 0.725 -2.361 1.709
C -0.439 -3.263 2.179
C 1.841 -0.935 -0.726
C 1.480 -0.084 -1.759
C 2.248 1.201 -2.023
O 1.625 2.172 -2.374
O 3.585 1.258 -1.887
H -2.358 0.516 -3.866
H -1.597 1.901 -2.867
H 0.362 0.548 -4.611
H -1.226 -1.800 -2.859
H -0.521 -3.196 -1.114
H 0.303 -1.380 1.464
H 1.432 -2.196 2.526
H -1.377 -2.718 2.009
H -0.453 -4.171 1.565
H -0.370 -3.513 3.239
H 2.676 -0.722 -0.064
H 3.928 0.575 -1.293
C -0.097 1.148 2.517
O -0.414 0.172 3.178
N -0.950 2.071 2.048
C -0.502 3.212 1.267
C -2.369 1.923 2.334
H 0.954 1.353 2.247
H -0.777 4.134 1.779
H -0.979 3.191 0.285
H 0.578 3.188 1.137
H -2.525 1.915 3.412
H -2.727 0.975 1.928
H -2.927 2.743 1.890

No. 3
41
Properties=species:S:1:pos:R:3 method="wB97M-V/def2-TZVPD" e_homo_ev=-8.4 total_energy_ha=-1768.26537 total_charge=0 largest_force_ev_per_a=7.57 multiplicity=1 homo_lumo_gap_ev=7.89 lumo_ev=-0.55
O -5.045 -0.775 -2.750
O -4.505 -4.749 -3.467
O -2.168 2.102 0.528
O 2.309 0.221 0.329
S 5.656 2.723 0.501
C -4.632 -1.702 -2.153
C -4.370 -3.996 -2.512
C -1.452 1.207 0.519
C -3.527 -1.714 -1.229
C -2.861 -2.978 -1.012
C -1.823 -0.065 -0.060
C -3.064 -0.428 -0.752
N -5.077 -2.857 -2.681
N -3.400 -4.128 -1.621
N -0.165 1.343 1.080
S 2.954 1.400 0.979
C 6.970 1.437 0.572
C -1.689 -3.334 -0.078
C 4.223 1.890 -0.269
C 0.742 2.396 3.110
C 1.798 2.839 0.832
C 0.510 2.611 1.566
H -1.100 -0.810 0.027
H -3.863 0.330 -0.913
H -5.564 -2.796 -3.635
H -2.790 -4.880 -1.797
H 0.353 0.404 1.159
H 7.541 1.684 1.336
H 7.598 1.272 -0.345
H 6.566 0.535 0.814
H -0.706 -3.281 -0.651
H -1.945 -4.352 0.345
H -1.587 -2.685 0.811
H 3.719 2.593 -0.943
H 4.479 1.088 -0.817
H 1.191 1.430 3.329
H -0.254 2.411 3.672
H 1.398 3.191 3.564
H 2.286 3.748 1.259
H 1.451 3.141 -0.139
H -0.157 3.533 1.494

No. 4
36
Properties=species:S:1:pos:R:3 method="wB97M-V/def2-TZVPD" e_homo_ev=-8.7 total_energy_ha=-787.23180 total_charge=0 largest_force_ev_per_a=0.45 multiplicity=1 homo_lumo_gap_ev=9.41 smiles="CCOCCCNC(=O)c1ccc(OC)cc1" lumo_ev=0.70
C -6.332 -0.884 -0.628
C -5.163 -1.225 0.295
O -4.673 -0.109 1.010
C -3.817 0.754 0.296
C -2.364 0.266 0.272
H -2.009 0.169 1.299
H -2.314 -0.720 -0.197
C -1.468 1.240 -0.493
N -0.086 0.826 -0.464
C 0.892 1.578 0.101
O 0.683 2.685 0.558
C 2.247 0.958 0.089
C 3.353 1.804 0.014
C 4.631 1.295 0.010
C 4.842 -0.084 0.101
C 3.743 -0.932 0.203
C 2.461 -0.410 0.194
H 1.628 -1.091 0.304
H 3.872 -1.999 0.297
O 6.139 -0.487 0.090
C 6.423 -1.861 0.194
H 6.056 -2.278 1.138
H 7.509 -1.939 0.167
H 5.999 -2.424 -0.643
H 5.492 1.940 -0.057
H 3.183 2.868 -0.042
H 0.142 -0.070 -0.863
H -1.500 2.230 -0.031
H -1.808 1.323 -1.532
H -3.868 1.712 0.821
H -4.175 0.904 -0.731
H -4.360 -1.705 -0.280
H -5.498 -1.924 1.066
H -6.020 -0.217 -1.428
H -7.119 -0.398 -0.059
H -6.724 -1.795 -1.072

No. 5
39
Properties=species:S:1:pos:R:3 method="wB97M-V/def2-TZVPD" e_homo_ev=-8.3 total_energy_ha=-1376.38755 total_charge=0 largest_force_ev_per_a=0.71 multiplicity=1 homo_lumo_gap_ev=8.05 lumo_ev=-0.27
Tl -1.071 -2.216 -1.344
O -2.997 -1.402 3.169
C -2.560 -1.453 1.909
O -1.914 -2.387 1.493
C -3.006 -0.299 1.082
C -3.864 0.663 1.586
C -4.250 1.702 0.747
C -3.765 1.735 -0.543
C -2.898 0.728 -0.969
N -2.528 -0.262 -0.171
C -2.326 0.754 -2.412
O -2.656 1.721 -3.089
O -1.595 -0.230 -2.715
H -2.687 -2.191 3.632
H -4.222 0.590 2.602
H -4.921 2.470 1.110
H -4.027 2.510 -1.249
C 3.864 -2.039 0.413
C 3.408 -1.034 -0.645
P 1.584 -0.689 -0.641
C 1.453 0.499 -2.052
C 2.458 1.646 -2.124
C 1.394 0.462 0.802
C 1.232 -0.280 2.133
H 4.893 -2.347 0.225
H 3.234 -2.930 0.411
H 3.826 -1.602 1.411
H 3.629 -1.422 -1.643
H 3.946 -0.092 -0.526
H 0.434 0.885 -2.016
H 1.502 -0.100 -2.966
H 2.432 2.267 -1.227
H 2.212 2.281 -2.976
H 3.476 1.283 -2.263
H 0.493 1.046 0.592
H 2.240 1.150 0.849
H 0.463 -1.046 2.048
H 0.954 0.408 2.933
H 2.157 -0.777 2.425

No. 6
35
Properties=species:S:1:pos:R:3 method="wB97M-V/def2-TZVPD" e_homo_ev=-8.5 total_energy_ha=-1034.89585 total_charge=0 largest_force_ev_per_a=0.82 multiplicity=1 homo_lumo_gap_ev=9.16 smiles="CCCCc1cc2c(s1)CCCC/C2=N/O" lumo_ev=0.68
C -5.452 -0.289 -0.221
C -4.634 0.766 0.515
C -3.158 0.397 0.650
H -2.671 1.117 1.313
H -3.071 -0.591 1.110
C -2.416 0.388 -0.693
C -0.970 0.090 -0.503
C 0.085 0.939 -0.577
C 1.343 0.315 -0.317
C 1.214 -1.021 -0.047
S -0.449 -1.512 -0.080
C 2.274 -2.013 0.297
H 1.834 -2.773 0.948
C 3.474 -1.367 0.996
C 4.450 -0.694 0.031
H 5.030 -1.455 -0.494
H 5.142 -0.083 0.612
C 3.760 0.197 -1.012
C 2.647 0.991 -0.391
N 2.938 2.152 0.028
O 2.020 2.915 0.687
H 1.186 2.428 0.828
H 3.347 -0.417 -1.814
H 4.492 0.884 -1.436
H 4.014 -2.135 1.555
H 3.109 -0.633 1.718
H 2.614 -2.525 -0.610
H -0.019 1.969 -0.877
H -2.517 1.365 -1.172
H -2.859 -0.365 -1.347
H -4.721 1.723 -0.006
H -5.049 0.898 1.517
H -6.506 -0.023 -0.209
H -5.139 -0.377 -1.258
H -5.338 -1.260 0.258